The following is a DFT calculation (ωB97M-V with the def2-TZVPD basis set) of a gas-phase ion, CHO5S (charge -1) in a non-equilibrium geometry.

```
8
Properties=species:S:1:pos:R:3:forces:R:3
O -1.406 1.275 0.085 -0.64 1.07 0.20
C -0.274 0.858 0.067 -1.43 -1.53 -0.52
O 0.806 1.534 -0.096 2.09 -1.05 0.10
S 2.178 0.146 -0.039 0.33 1.68 0.58
O 3.354 1.020 -0.017 -1.46 -1.30 -0.81
O 1.813 -0.652 -1.198 0.80 0.95 0.50
O 1.874 -0.473 1.230 0.13 0.03 -0.25
H -0.161 -0.240 0.100 0.18 0.16 0.20
```
Forces are in eV/Å.

Properties
* Kohn-Sham gap: 9.907 eV
* total charge: -1
* energy relative to the best compared isomer or geometry (same formula, charge and spin): 53.5 kJ/mol
* LUMO level: 3.9 eV
* SMILES: O=COS(=O)(=O)[O-]

Löwdin atomic charge list, values in e, 2 entries: atom 1 (O): 0.006, atom 2 (C): -0.552

---

The following is a DFT calculation (ωB97M-V with the def2-TZVPD basis set) of C4H6INO in the gas phase in a non-equilibrium geometry.

```
13
Properties=species:S:1:pos:R:3:forces:R:3
C 0.719 -1.595 -0.225 1.06 -1.21 1.38
C 0.286 -0.169 -0.160 1.11 0.35 1.47
C 0.686 0.861 -0.944 -0.94 -1.31 2.34
O 0.172 2.022 -0.474 0.99 0.91 -2.13
N -0.462 1.758 0.692 -0.12 -0.45 1.02
C -0.545 0.423 0.902 -0.03 -0.78 -1.94
I -2.876 -0.427 -0.018 -0.22 0.02 0.07
H 1.243 -1.786 -1.151 -0.70 -0.26 -0.70
H -0.154 -2.233 0.010 0.43 0.09 -0.78
H 1.560 -2.019 0.475 -1.56 1.59 -0.43
H 1.436 0.801 -1.690 0.14 0.70 -0.81
H -1.227 2.405 0.752 -0.34 -0.05 0.49
H -0.838 -0.041 1.830 0.19 0.40 0.02
```
Forces are in eV/Å.

Properties
* Kohn-Sham gap (spin up / spin down): 7.596 / 7.596 eV
* total charge: 0
* energy relative to the best compared isomer or geometry (same formula, charge and spin): 292.4 kJ/mol
* LUMO level (spin up / spin down): -0.2 / -0.2 eV
* SMILES: CC1=CON[C@H]1I

Löwdin atomic charge list, values in e, 2 entries: atom 1 (C): -0.069, atom 2 (C): -0.351

---

The following is a DFT calculation (ωB97M-V with the def2-TZVPD basis set) of 2 unconnected molecules or ions with the total composition C8H8ClN3O2S in a non-equilibrium geometry.

```
23
Properties=species:S:1:pos:R:3:forces:R:3
C 1.367 -2.235 0.493 -0.21 0.02 -0.10
C 0.429 -2.973 -0.214 0.07 0.01 0.04
C 1.211 -0.865 0.592 -0.19 0.18 -0.08
C -0.635 -2.300 -0.791 0.18 -0.29 0.07
C 0.098 -0.292 -0.023 0.11 -1.16 -0.13
C -0.124 3.241 0.382 0.11 -0.09 0.00
C -1.091 2.886 -0.578 0.32 -0.09 0.25
C 0.470 2.057 0.729 -0.05 0.22 0.05
N -0.805 -0.995 -0.695 0.02 0.43 0.14
N -0.135 1.080 0.004 0.05 0.86 0.16
N -1.080 1.591 -0.791 -0.73 -0.08 -0.47
O -5.823 -0.171 0.002 -0.52 0.42 0.04
O -3.707 0.581 -0.920 -1.24 -0.11 0.15
S -4.503 -0.638 -0.248 1.63 0.03 -0.32
Cl -3.471 -0.645 1.648 -0.07 0.04 -0.11
H 2.213 -2.720 0.958 0.06 -0.01 0.03
H 0.524 -4.042 -0.316 -0.01 -0.10 -0.02
H 1.934 -0.262 1.117 0.06 0.06 0.04
H -1.390 -2.824 -1.361 -0.04 -0.13 -0.01
H 0.096 4.221 0.753 0.08 0.13 0.12
H -1.780 3.514 -1.104 -0.18 0.11 -0.12
H -2.726 0.579 -0.977 0.46 -0.32 0.20
H 1.244 1.857 1.444 0.10 -0.11 0.05
```
Forces are in eV/Å.

Properties
* Kohn-Sham gap: 9.631 eV
* total charge: 0
* energy relative to the best compared isomer or geometry (same formula, charge and spin): 0.0 kJ/mol
* LUMO level: 0.3 eV

Löwdin atomic charge list, values in e, 2 entries: atom 1 (C): -0.060, atom 2 (C): -0.060

---

The following is a DFT calculation (ωB97M-V with the def2-TZVPD basis set) of C9H11NO in the gas phase in a non-equilibrium geometry.

```
22
Properties=species:S:1:pos:R:3:forces:R:3
C -0.825 0.026 1.954 0.08 -1.67 0.64
N -1.162 1.031 0.929 -0.06 -0.92 1.87
C -2.009 2.089 1.420 0.66 -0.14 -5.39
C -0.531 1.211 -0.278 -0.92 1.06 -1.07
O -0.720 2.228 -0.980 0.62 -1.80 1.26
C 0.291 0.068 -0.788 2.21 -1.49 -0.59
C -0.214 -1.260 -0.973 11.83 2.83 -2.60
C 0.526 -2.330 -1.437 2.49 1.32 0.19
C 1.927 -2.076 -1.685 -0.78 0.05 0.02
C 2.479 -0.758 -1.426 0.53 -4.72 -2.13
C 1.676 0.236 -1.064 -0.98 2.22 1.60
H -0.357 0.505 2.972 -1.21 -1.01 -2.58
H -1.844 -0.619 2.252 2.76 1.71 -0.70
H -0.047 -0.688 1.460 -1.46 1.11 1.39
H -1.667 2.590 2.191 2.92 2.51 3.77
H -2.958 1.928 1.773 -2.71 -1.71 -0.05
H -1.982 2.728 0.525 -0.80 0.48 0.71
H -1.065 -1.238 -0.750 -12.96 -1.07 3.09
H 0.056 -3.300 -1.480 0.22 -0.16 -0.36
H 2.546 -2.902 -2.116 -0.46 0.90 0.63
H 3.540 -0.546 -1.641 -0.64 -0.37 0.25
H 2.340 1.078 -0.857 -1.35 0.86 0.06
```
Forces are in eV/Å.

Properties
* Kohn-Sham gap: 9.832 eV
* total charge: 0
* energy relative to the best compared isomer or geometry (same formula, charge and spin): 301.9 kJ/mol
* LUMO level: 0.7 eV
* SMILES: CN(C)C(=O)c1ccccc1

Löwdin atomic charge list, values in e, 2 entries: atom 1 (C): -0.071, atom 2 (N): -0.148